No. 1
Below is C22H21BrF5N3OSTa as an isolated structure, with properties calculated with ωB97M-V/def2-TZVPD.

Cartesian coordinates (Å):
Ta -0.10178 0.24678 0.16913
O 2.51081 -0.65958 5.79560
C 1.83982 -0.54155 4.68268
C 0.44208 -0.66859 4.56955
C -0.14639 -0.52260 3.34687
N 0.56645 -0.24219 2.21424
C 1.90594 -0.14747 2.36224
Br 2.73980 0.21531 0.70971
C 2.59758 -0.27477 3.52169
H 1.96168 -0.84622 6.57411
H -0.17233 -0.88942 5.43302
H -1.21211 -0.63872 3.23587
H 3.67420 -0.18549 3.57543
C -0.11859 2.87802 2.14729
C -0.03006 3.29155 0.71365
C -0.07850 4.63369 0.37042
C -0.05302 5.01977 -0.95177
C 0.03319 4.05415 -1.96775
C 0.05798 4.38375 -3.34673
C 0.16222 3.40295 -4.29382
C 0.25628 2.05496 -3.90317
C 0.22710 1.72262 -2.56710
S 0.36414 0.03839 -2.06482
C 0.10720 2.70726 -1.58095
N 0.06835 2.32048 -0.24144
H -0.40230 3.72486 2.76796
H 0.84550 2.51514 2.51192
H -0.88968 2.11661 2.30036
H -0.15845 5.36920 1.15846
H -0.10527 6.07053 -1.21434
H -0.00195 5.42577 -3.63460
H 0.18059 3.65201 -5.34572
H 0.35336 1.28102 -4.65468
F -2.39932 0.31340 1.73152
C -2.28190 -0.14298 0.42509
F -2.68274 -1.41906 0.39135
C -3.20290 0.71958 -0.46213
F -4.47645 0.56437 -0.22062
F -2.85026 2.00785 -0.24297
F -2.94410 0.43418 -1.73844
C -1.00894 -4.93627 0.93755
C 0.01291 -4.46428 -0.11498
C -0.43863 -4.82488 -1.54504
C 1.42506 -5.01723 0.18117
C 0.09072 -3.00829 -0.03428
N 0.13756 -1.85454 0.02537
H -1.06536 -6.02172 0.86235
H -2.00156 -4.52914 0.74812
H -0.69402 -4.68087 1.94911
H -0.48001 -5.91218 -1.60145
H 0.26936 -4.47104 -2.29359
H -1.43122 -4.43319 -1.76466
H 1.36340 -6.10293 0.11366
H 1.75776 -4.75755 1.18591
H 2.15548 -4.67198 -0.54964

Computed properties:
Multiplicity: 1
Relative energy (zero: lowest compared OMol25 entry of this formula, charge and spin): 0.000 eV
Charge: +3
Frontier orbital gap: 6.24 eV
HOMO: -17.841 eV
LUMO level: -11.60 eV

No. 2
Below is a 2-piece molecular cluster, C22H21Cl2FO4 overall, with properties calculated with ωB97M-V/def2-TZVPD.

Cartesian coordinates (Å):
C -0.69915 3.47002 3.86535
C -1.74972 2.84330 2.97772
O -1.82782 1.45085 3.17816
C -2.42133 0.85443 2.09909
C -2.41409 -0.58333 2.08889
F -1.96114 -1.20867 3.16661
C -2.83173 -1.38927 0.97411
O -3.33436 -0.90955 -0.03441
O -2.58130 -2.73122 1.07702
C -2.82452 -3.36333 -0.15862
C -2.10160 -4.68705 -0.25134
O -2.88328 1.51589 1.17815
H -0.60386 4.54538 3.70540
H -0.93912 3.30117 4.91481
H 0.26955 3.00482 3.67728
H -2.75444 3.25088 3.15765
H -1.51855 3.00435 1.91325
H -3.91355 -3.46590 -0.26177
H -2.48757 -2.67148 -0.94574
H -2.25547 -5.18097 -1.21206
H -1.03093 -4.53533 -0.10731
H -2.43943 -5.35996 0.53605
Cl -12.07455 0.06757 -0.91142
C -10.56031 -0.24443 -0.15807
C -9.71565 -1.22572 -0.66762
C -8.55282 -1.54318 -0.01737
C -8.18315 -0.88664 1.17424
C -7.00929 -1.29349 1.87354
C -6.53638 -0.68707 3.01774
C -5.50761 -1.15957 3.80860
C -5.08978 -0.51281 5.00955
C -4.41799 -1.22995 6.02048
C -4.08838 -0.63295 7.20855
C -4.38984 0.71009 7.42270
Cl -3.96930 1.46251 8.91289
C -5.02939 1.44549 6.42834
C -5.37750 0.84959 5.24763
C -9.03318 0.13943 1.64777
C -10.19542 0.44906 0.99110
H -9.99649 -1.73314 -1.57331
H -7.90520 -2.30566 -0.41435
H -6.47688 -2.15409 1.50228
H -7.05965 0.18354 3.36311
H -5.05609 -2.10187 3.55114
H -4.20147 -2.27170 5.86690
H -3.61404 -1.19173 7.99724
H -5.24808 2.48647 6.60405
H -5.84106 1.43693 4.47542
H -8.77874 0.67987 2.54067
H -10.84312 1.22472 1.36151

Computed properties:
Multiplicity: 1
Frontier orbital gap: 3.47 eV
HOMO: -6.403 eV
LUMO level: -2.93 eV

No. 3
Below is the molecule C22H21Cl2N3O3, with properties calculated with ωB97M-V/def2-TZVPD.

Cartesian coordinates (Å):
C -4.26431 -3.22877 -0.32007
O -3.57368 -2.01325 -0.18719
C -4.29974 -0.84763 -0.12216
C -5.68217 -0.80709 -0.15047
C -6.36299 0.40269 -0.14615
C -5.65274 1.58298 -0.11614
C -4.26904 1.55666 -0.06505
C -3.55990 0.35719 -0.05215
N -2.17611 0.33530 -0.04230
C -1.43554 1.52736 -0.37970
C 0.02666 1.15967 -0.61054
N 0.60424 0.71358 0.64031
C 1.92489 0.64146 0.91953
O 2.35575 0.06603 1.90440
C 2.86031 1.32803 -0.00619
C 4.03847 0.73393 -0.55837
C 4.48545 -0.64546 -0.37405
C 5.76086 -0.92132 0.12618
Cl 6.83864 0.36728 0.48054
C 6.17356 -2.22278 0.36368
C 5.31563 -3.27482 0.10118
C 4.05043 -3.03463 -0.40373
C 3.65059 -1.73019 -0.63398
Cl 2.08902 -1.46001 -1.30209
N 4.72854 1.62435 -1.22071
O 4.08161 2.80205 -1.11311
C 2.97110 2.64488 -0.37310
C 2.16213 3.84989 -0.06401
C -0.32335 0.03277 1.52716
C -1.43175 -0.64332 0.72848
H -4.87232 -3.25235 -1.23049
H -4.90176 -3.43159 0.54742
H -3.49341 -3.99572 -0.38376
H -6.25165 -1.72166 -0.19693
H -7.44154 0.40711 -0.17653
H -6.16732 2.53200 -0.12270
H -3.73561 2.49254 -0.02384
H -1.48655 2.29792 0.40784
H -1.85136 1.95050 -1.29898
H 0.07826 0.36102 -1.36137
H 0.57052 2.02159 -0.99288
H 7.16152 -2.40016 0.75686
H 5.63354 -4.28832 0.28915
H 3.37462 -3.84730 -0.61817
H 1.65088 4.21243 -0.95611
H 1.43231 3.62119 0.70713
H 2.81969 4.64415 0.28503
H 0.24370 -0.70453 2.10080
H -0.75396 0.75513 2.23157
H -2.10143 -1.15143 1.42174
H -0.99471 -1.39937 0.06406

Computed properties:
Multiplicity: 1
SMILES: COc1ccccc1N1CCN(C(=O)c2c(-c3c(Cl)cccc3Cl)noc2C)CC1
Frontier orbital gap: 8.18 eV
HOMO: -7.625 eV
LUMO level: 0.55 eV

No. 4
Below is a 4-piece molecular cluster, C22H21F24IN3O3 overall, with properties calculated with ωB97M-V/def2-TZVPD.

Cartesian coordinates (Å):
C 0.83073 -2.07960 -3.53515
C 0.01782 -1.04818 -4.25803
N 0.18128 -0.88814 -5.51189
C -0.95597 -0.20365 -3.43573
C -2.35366 -0.72022 -3.47879
C -2.57865 -2.10359 -3.44055
C -3.84423 -2.57030 -3.47760
I -4.27500 -4.58798 -3.45946
C -4.84897 -1.61178 -3.51928
N -4.54130 -0.33883 -3.52668
N -3.31130 0.18215 -3.52155
H 0.44729 -2.19012 -2.52328
H 1.84721 -1.73336 -3.43180
H 0.76808 -3.04358 -4.02401
H -0.40749 -0.13651 -5.87956
H -0.64563 -0.19614 -2.39216
H -0.91192 0.81645 -3.79457
H -1.73238 -2.76481 -3.38014
H -5.88776 -1.89251 -3.54592
H -5.29581 0.34438 -3.53610
C -1.77717 1.14926 3.03419
C -0.35213 1.45160 3.53060
C 0.59317 2.19397 2.58324
F 0.83295 1.48155 1.45957
F 1.77284 2.38643 3.21005
F 0.22413 0.31913 3.98360
F -0.50505 2.28358 4.59876
O -2.06025 -0.16273 2.55642
C -1.88330 -0.53673 1.25478
C -0.85370 -1.66129 1.11696
F 0.34459 -1.29445 1.58970
F -0.71351 -1.94908 -0.20947
F -1.59955 0.50073 0.43665
F -3.06268 -1.05367 0.81726
H -2.39686 1.22775 3.92564
H -2.14131 1.91762 2.35267
H 0.17867 3.16865 2.30962
H -1.18367 -2.55602 1.64823
C -2.14738 4.31721 7.50052
C -2.21100 5.15397 6.21058
C -0.89968 5.70745 5.64893
F -0.31355 6.57210 6.49455
F -1.16880 6.37058 4.49589
F -3.12378 6.13656 6.34299
F -2.67512 4.30870 5.23837
O -2.48923 4.93452 8.72860
C -1.56315 5.58538 9.51702
C -1.90438 7.06807 9.69438
F -1.95524 7.69550 8.50266
F -0.94192 7.65078 10.44276
F -0.30133 5.40705 9.07777
F -1.63493 5.02865 10.74521
H -2.93017 3.57084 7.37178
H -1.21360 3.75856 7.57262
H -0.20435 4.89280 5.42542
H -2.86940 7.17438 10.19434
C 4.01916 -3.58456 -6.62432
C 4.87704 -4.49086 -7.52389
C 4.45678 -5.95425 -7.67781
F 4.49409 -6.61158 -6.50024
F 5.31482 -6.56628 -8.52251
F 6.17159 -4.40982 -7.15232
F 4.78204 -3.96234 -8.77695
O 4.47365 -3.31414 -5.30488
C 4.16248 -4.10401 -4.22596
C 5.40576 -4.71408 -3.57261
F 6.08192 -5.47485 -4.44959
F 5.01148 -5.49446 -2.53922
F 3.23169 -5.03621 -4.51943
F 3.60263 -3.28496 -3.29663
H 4.06345 -2.60922 -7.10573
H 2.96862 -3.87491 -6.64044
H 3.44799 -6.02303 -8.09553
H 6.06235 -3.92352 -3.20256

Computed properties:
Multiplicity: 1
Charge: +1
Frontier orbital gap: 7.87 eV
HOMO: -13.046 eV
LUMO level: -5.18 eV

No. 5
Below is the molecule C22H21F3N2O4, with properties calculated with ωB97M-V/def2-TZVPD.

Cartesian coordinates (Å):
O 0.52136 2.38581 1.72652
C 0.68818 1.48870 0.93508
N 0.45353 1.58004 -0.39389
C -0.49132 2.56085 -0.90537
C -1.87800 2.01366 -0.67543
C -2.59981 2.37983 0.45462
C -3.80402 1.77027 0.74367
C -4.28841 0.77768 -0.09607
O -5.51051 0.20873 0.30673
C -6.09175 -0.71948 -0.42201
F -6.39092 -0.33870 -1.67576
F -5.37313 -1.85133 -0.55355
F -7.23628 -1.06564 0.15703
C -3.58782 0.39821 -1.22642
C -2.38258 1.02232 -1.50443
C 1.12402 0.07497 1.37434
C -0.15077 -0.71931 1.34726
C -1.31979 -0.55650 2.06153
C -2.38951 -1.38486 1.75186
C -2.29427 -2.33985 0.74825
C -1.12183 -2.49677 0.02654
C -0.05360 -1.67279 0.33499
C 1.30155 -1.60623 -0.26011
O 1.75871 -2.27055 -1.16619
N 1.95222 -0.60638 0.41109
C 3.33517 -0.22261 0.19487
C 4.28434 -1.39610 0.45632
C 5.72233 -0.94258 0.19909
O 5.89693 -0.46122 -1.11116
C 5.06040 0.63471 -1.38573
C 3.57834 0.28491 -1.23010
H 0.52090 0.72429 -0.92830
H -0.28768 2.72475 -1.96477
H -0.33922 3.48643 -0.34841
H -2.20793 3.13620 1.11658
H -4.37673 2.04052 1.61526
H -3.94754 -0.37080 -1.89047
H -1.83206 0.72248 -2.38387
H 1.59229 0.13646 2.36148
H -1.39754 0.19357 2.83325
H -3.31376 -1.28209 2.30036
H -3.14665 -2.96310 0.52575
H -1.03158 -3.23253 -0.75708
H 3.54948 0.58603 0.90548
H 4.18367 -1.75061 1.48316
H 4.03130 -2.20813 -0.22586
H 6.41575 -1.77892 0.30402
H 5.99619 -0.15825 0.92479
H 5.28167 0.92778 -2.41379
H 5.30946 1.47372 -0.71423
H 2.97152 1.16871 -1.43362
H 3.31573 -0.50627 -1.93327

Computed properties:
Multiplicity: 1
Relative energy (zero: lowest compared OMol25 entry of this formula, charge and spin): 0.076 eV
SMILES: O=C(NCc1ccc(OC(F)(F)F)cc1)[C@H]1c2ccccc2C(=O)N1C1CCOCC1
Frontier orbital gap: 9.77 eV
HOMO: -9.350 eV
LUMO level: 0.42 eV

No. 6
Below is C22H21GeN5O6RuSSe as an isolated structure, with properties calculated with ωB97M-V/def2-TZVPD.

Cartesian coordinates (Å):
Ru 0.15795 -0.67330 0.99950
O 6.04600 2.23051 -2.68158
N 5.22338 1.33128 -2.82654
O 5.00489 0.80664 -3.91741
C 4.36718 1.01480 -1.72572
C 4.64423 1.65884 -0.52628
C 3.80874 1.50144 0.56775
C 4.00990 2.12285 1.83102
C 3.10200 1.95280 2.82609
C 1.95748 1.15100 2.60731
N 1.76209 0.53932 1.46957
C 2.65876 0.69405 0.43889
C 2.38567 -0.00052 -0.74936
N 1.26031 -0.78215 -0.75453
C 1.03634 -1.60763 -1.80775
C 1.85047 -1.59486 -2.89826
C 2.95256 -0.72896 -2.96080
C 3.25603 0.09434 -1.86498
H 5.51468 2.29412 -0.46731
H 4.89251 2.73372 1.98020
H 3.23096 2.41514 3.79498
H 1.21097 1.01881 3.37397
H 0.19977 -2.28383 -1.74182
H 1.63476 -2.26638 -3.71804
H 3.58029 -0.70540 -3.83117
O -0.37692 -0.92684 2.85958
S 0.72062 -2.04174 3.24117
O 1.80228 -1.39498 3.92078
O 1.07940 -2.43570 1.81226
O 0.04985 -3.10205 3.93220
Se -1.78825 -3.29357 1.43821
N -1.36357 -1.88542 0.38365
C -2.14795 -1.93061 -0.69418
C -2.15967 -0.98841 -1.76059
C -3.00388 -1.20988 -2.79701
C -3.88084 -2.34357 -2.84286
C -3.91798 -3.24292 -1.83593
C -3.04433 -3.05557 -0.72035
N -2.99357 -3.86458 0.32373
H -1.51410 -0.12177 -1.71871
H -3.02083 -0.50232 -3.61624
H -4.53118 -2.47295 -3.69783
H -4.58206 -4.09665 -1.84542
C -3.68424 1.48733 -0.46402
Ge -2.42923 1.53338 1.04400
C -2.31269 3.38663 1.64828
C -3.18394 0.41411 2.44537
C -0.63949 1.03165 0.39710
H -4.53587 2.12144 -0.20655
H -4.04392 0.47198 -0.64228
H -3.22849 1.86809 -1.37943
H -3.32088 3.80375 1.69208
H -1.71923 3.97951 0.95115
H -1.86194 3.45381 2.63945
H -4.15120 0.83199 2.72814
H -2.54149 0.37294 3.32319
H -3.34213 -0.60564 2.08788
H -0.08021 1.84193 -0.06455

Computed properties:
Multiplicity: 5
Expectation value of S²: 6.039
Frontier orbital gap (spin up / spin down): 3.98 / 6.21 eV
HOMO (spin up / spin down): -5.877 / -9.044 eV
LUMO level (spin up / spin down): -1.90 / -2.83 eV

Per-record DFT total energy, eV: -125664.2862 -59103.8100 -58811.3731 -107079.9387 -42479.4664 -178164.0299